(1)
75
Properties=species:S:1:pos:R:3:forces:R:3:lowdin_charge:R:1 method="wB97M-V/def2-TZVPD" spin_multiplicity=2 energy_ev=-80486.4179 charge=+1 e_lumo_ev="-7.856 / -7.355" e_homo_ev="-11.55 / -11.55" mol_weight_g_mol=602.48
H -5.500 -0.092 0.141 0.0 0.2 -0.1 0.113
C -4.123 -4.485 -0.416 1.2 0.7 0.9 -0.042
C 2.541 1.585 -4.616 -0.2 1.7 -1.4 -0.496
O -2.546 -1.722 2.337 0.1 -0.1 -0.4 0.114
C -3.088 -0.923 1.623 0.0 -0.1 0.3 -0.493
O 1.613 -3.457 -1.604 -2.6 -0.7 0.4 -0.188
H -5.584 -3.224 -2.555 0.4 0.1 -0.2 0.139
H -3.864 -4.738 0.612 0.3 -0.5 -0.2 0.150
H -0.855 1.227 -1.357 0.3 -0.2 0.6 0.099
O -1.942 4.056 0.803 0.5 0.1 -0.4 0.114
H 6.727 -1.307 0.292 0.0 0.2 0.0 0.126
C 3.351 1.334 -2.421 1.6 0.4 0.9 -0.159
H -0.690 1.926 2.987 -0.1 0.0 0.0 0.109
C -3.209 -3.401 -0.902 -1.7 1.3 -0.4 -0.407
C 5.289 0.284 0.547 1.1 -1.2 -0.9 -0.481
H -0.822 0.346 3.770 0.1 -0.2 -0.4 0.117
C -1.065 3.621 0.099 -1.9 -0.1 0.6 -0.493
H 2.826 -1.178 -0.040 -0.1 0.6 -0.1 0.091
H 1.600 3.091 -0.734 0.2 -0.4 -0.2 0.129
H 5.720 -1.240 -1.115 -0.3 0.6 -0.1 0.117
F 0.220 -1.425 -0.387 -0.3 -3.9 -1.5 -0.408
H -5.394 1.131 1.438 -0.2 -0.4 0.2 0.135
C -0.232 2.112 -1.487 0.4 0.6 -0.8 -0.147
H -2.082 3.170 -1.845 -0.2 0.4 0.4 0.125
H 1.504 1.551 2.173 0.4 -0.2 0.0 0.111
V 0.117 -3.416 -1.153 1.6 5.3 1.7 1.405
H 1.578 0.127 -2.389 -0.1 -0.2 -0.1 0.099
H -6.226 -4.595 -0.746 -0.2 0.3 0.1 0.134
C -3.577 0.983 0.321 0.4 0.9 -0.5 -0.134
C 0.803 2.427 -0.403 -0.4 -0.4 0.5 -0.129
O 4.046 0.158 1.050 -1.1 1.3 0.3 0.018
O 2.369 0.573 5.894 -0.9 0.5 -0.2 0.122
C 1.079 0.699 2.699 -0.8 0.0 2.2 -0.121
H 5.001 -2.464 1.572 0.3 0.1 -0.1 0.125
H -0.643 4.227 -1.832 0.0 -0.1 -0.4 0.140
C 4.688 -1.993 0.642 0.0 -1.3 -1.3 -0.157
O -3.905 -2.498 -1.581 0.7 0.5 0.4 0.085
C -5.488 -3.839 -0.485 -0.2 -0.5 -0.7 -0.118
H 3.100 -0.770 -2.627 -0.2 -0.2 -0.5 0.117
O 2.361 0.304 -4.281 0.0 -0.9 0.3 0.050
O -1.992 -3.245 -0.791 1.5 -1.0 -0.6 -0.035
C -1.110 3.342 -1.391 0.2 0.2 0.1 -0.066
C -0.133 1.157 3.527 -1.1 0.4 -1.1 -0.164
H 3.986 2.874 -3.888 0.0 0.3 0.4 0.137
H -2.421 -0.699 -0.354 0.4 0.0 0.0 0.098
H -6.062 -2.033 -1.394 1.1 1.0 -0.1 0.134
H -0.257 1.556 5.655 0.2 0.0 0.1 0.136
O 5.973 1.254 0.638 -0.5 0.4 0.0 0.144
O 0.091 3.180 0.613 0.1 -0.3 -0.3 0.021
C 1.652 0.807 4.953 1.5 -0.8 1.5 -0.501
H 0.196 2.012 -2.486 0.2 0.0 0.1 0.108
C 0.434 1.648 4.820 0.1 0.6 0.2 -0.075
H 0.800 -0.129 2.049 0.4 -0.1 -0.1 0.103
C 3.462 -1.121 0.846 0.8 -0.6 -0.2 -0.169
H 1.146 1.534 0.116 0.5 0.1 -0.3 0.099
H 2.864 -1.408 1.709 0.1 0.3 0.1 0.120
C -4.848 0.368 0.887 0.1 0.2 -0.4 -0.133
H 4.406 1.054 -2.360 0.1 0.1 -0.6 0.119
H 2.372 3.153 -3.134 0.0 0.1 -0.3 0.118
H 0.775 2.685 4.762 -0.1 0.1 0.0 0.144
H -1.538 0.250 0.910 0.1 0.3 -0.5 0.112
C -2.508 -0.059 0.524 -0.2 -0.8 0.6 -0.088
C 3.094 2.411 -3.471 0.0 -1.0 0.2 -0.046
C -5.313 -2.799 -1.588 -1.5 -1.7 0.0 -0.105
H 3.218 1.603 -1.372 -0.7 0.2 -0.1 0.098
H -3.319 1.889 0.871 -0.1 0.0 0.0 0.112
C 2.557 0.142 -2.875 -0.4 0.0 0.6 -0.168
O -4.403 -0.678 1.742 -0.5 -0.3 0.6 0.033
O 2.309 2.021 -5.714 0.0 -0.7 0.6 0.125
C 5.712 -1.088 -0.037 0.0 0.3 1.5 -0.058
H -5.777 -3.336 0.437 0.2 -0.3 0.2 0.132
O 1.960 0.240 3.782 0.1 -0.3 -2.4 0.021
H 4.522 -2.744 -0.135 -0.5 -0.6 0.6 0.104
H -3.675 1.257 -0.729 -0.1 0.1 0.1 0.120
H -3.868 -5.259 -1.146 -0.6 -0.6 0.3 0.155



(2)
74
Properties=species:S:1:pos:R:3:forces:R:3:lowdin_charge:R:1 method="wB97M-V/def2-TZVPD" energy_ev=-60016.1886 charge=+1 e_lumo_ev=-2.079 de_lowest_kj_mol=0.0 e_homo_ev=-9.38 mol_weight_g_mol=824.04
N 4.744 -0.949 1.581 0.0 0.1 0.0 -0.042
H -1.908 -3.902 -0.486 0.0 0.0 0.0 0.108
H -4.238 -2.399 1.392 0.0 0.0 0.0 0.126
H -0.022 -3.121 3.516 0.0 0.1 0.1 0.136
C -0.855 4.378 -1.046 0.0 -0.1 0.0 -0.011
C 0.534 1.052 -2.736 0.1 0.0 -0.1 -0.156
Sr -0.644 -0.275 0.383 0.5 1.1 -0.5 1.390
H 0.850 -3.392 0.709 0.0 0.0 0.0 0.112
H -3.424 -0.382 2.375 0.0 0.1 0.0 0.090
H -2.606 2.389 1.659 0.0 0.0 0.0 0.103
N -0.816 -2.571 1.637 -0.1 0.5 -0.1 -0.272
H -3.688 -0.046 0.791 0.0 0.0 0.0 0.004
C -2.227 -2.843 1.944 0.0 -0.2 0.2 -0.177
H -0.272 1.047 3.407 -0.1 0.0 0.0 0.088
H 0.190 -1.068 4.555 0.0 -0.1 0.0 0.124
N 2.512 -1.806 -1.667 -0.1 0.0 0.0 0.177
H 1.048 -2.189 2.472 0.0 0.0 0.0 0.102
C 1.011 2.679 -0.969 0.1 0.1 0.0 -0.141
H -1.398 -2.097 -1.753 0.0 0.0 0.0 0.062
H 6.526 -0.868 2.653 0.0 0.0 0.0 0.094
N -3.107 -0.583 1.433 0.1 0.1 0.1 -0.046
H -0.325 4.894 -1.835 0.0 0.0 0.0 0.121
H 2.922 -2.208 -2.490 0.0 0.0 0.0 0.119
C 5.479 -0.614 2.796 0.0 0.0 0.1 0.002
H -0.285 -4.594 1.336 0.0 0.0 -0.1 0.134
H -2.520 5.730 -1.014 0.0 0.0 0.0 0.120
H 1.721 2.792 -0.145 0.0 0.0 0.0 0.132
H 6.415 -1.671 0.602 0.0 0.0 0.0 0.139
C -3.161 1.886 -2.684 0.2 0.1 0.0 -0.632
H 5.140 -2.244 -1.468 0.0 0.0 0.0 0.114
C -0.212 -3.624 0.821 0.0 0.0 0.0 -0.200
H 5.074 -1.170 3.638 0.0 0.0 0.0 0.102
H 1.281 1.459 -3.430 0.0 0.0 0.0 0.124
C 4.659 -1.804 -0.609 0.0 0.0 0.0 0.004
H 1.509 -1.702 -1.605 0.0 0.0 0.0 0.049
H 5.380 0.449 3.005 0.0 0.0 0.0 0.102
N 2.648 -0.975 0.451 0.0 -0.1 0.0 0.171
C -0.833 -3.735 -0.566 -0.1 -0.2 0.0 -0.222
C -0.325 3.210 -0.509 -0.1 0.2 0.0 -0.276
H -0.053 -2.861 -2.228 -0.1 0.1 -0.1 0.078
O 2.872 -0.197 2.581 0.0 0.1 0.0 0.031
H 0.035 3.070 -4.458 0.0 0.0 0.0 0.102
C -2.074 3.364 -4.221 0.1 0.0 0.0 -0.757
C 3.260 -1.525 -0.588 0.1 0.1 0.0 -0.385
C 5.352 -1.496 0.508 -0.1 0.0 0.0 -0.032
H 1.892 0.871 -1.217 0.0 0.0 -0.1 0.079
C -0.789 1.688 -3.054 -0.2 0.0 0.0 -0.174
C -3.239 -2.014 1.157 -0.1 -0.2 0.0 -0.246
C -2.079 4.836 -0.592 0.0 0.0 0.0 -0.035
O -1.885 0.272 -1.512 -0.1 -0.4 -0.2 -0.377
N -0.950 2.522 0.449 0.1 -0.2 0.0 0.057
C 0.015 -2.271 2.819 0.1 -0.3 0.0 -0.191
H 1.374 3.300 -1.798 0.0 0.0 0.0 0.126
N -0.555 -2.550 -1.406 0.1 0.0 0.2 -0.016
C -3.225 2.940 -3.576 -0.2 0.1 0.0 -0.231
H 1.052 0.290 2.802 0.0 0.0 0.1 0.035
I -4.863 1.276 -1.652 -0.1 0.0 0.0 0.956
H -3.105 -2.155 0.080 0.0 0.0 0.0 0.102
C -2.124 2.977 0.885 -0.1 0.0 0.0 -0.146
I -2.148 4.977 -5.543 0.0 0.0 0.0 0.858
H 0.479 -0.028 -2.906 0.0 0.0 0.0 0.105
C -1.953 1.224 -2.389 0.1 -0.1 0.2 -0.483
H -2.439 -3.903 1.769 0.0 0.0 0.1 0.129
C -2.732 4.121 0.399 0.0 0.0 0.0 -0.055
C -0.866 2.731 -3.960 0.0 0.1 -0.1 -0.132
H -3.693 4.431 0.783 0.0 0.0 0.0 0.111
H -4.169 3.433 -3.764 0.0 0.0 0.0 0.084
H -2.394 -2.678 3.012 0.0 0.0 0.0 0.123
C 3.373 -0.670 1.569 -0.1 -0.3 0.1 -0.489
N 0.964 1.261 -1.335 -0.1 -0.1 0.1 -0.106
H -1.394 -0.978 3.809 0.0 0.0 0.0 0.099
N 0.034 0.236 2.884 0.0 -0.3 -0.2 -0.068
H -0.428 -4.630 -1.040 0.0 0.0 0.0 0.123
C -0.323 -1.000 3.590 -0.2 0.0 0.3 -0.246



(3)
66
Properties=species:S:1:pos:R:3:forces:R:3:lowdin_charge:R:1 method="wB97M-V/def2-TZVPD" spin_multiplicity=6 energy_ev=-52462.0873 charge=+1 e_lumo_ev="-2.120 / -6.325" e_homo_ev="-7.23 / -11.70" mol_weight_g_mol=624.72
H -0.969 1.795 1.674 0.2 -0.3 -0.1 0.077
H -0.896 -0.266 7.227 0.0 0.1 -0.3 0.110
H 1.827 4.883 -0.024 -0.1 0.0 -0.3 0.119
H -0.947 -2.152 5.609 0.0 0.3 -0.1 0.110
C 2.370 -0.447 2.038 0.3 -0.1 0.4 -0.208
C -0.851 1.537 4.332 0.1 -0.4 0.0 -0.032
C -0.853 1.262 5.691 0.0 0.1 -0.1 -0.073
C 1.333 -2.781 -0.798 0.3 -1.4 0.3 -0.130
H -1.661 -4.480 0.996 0.3 0.1 -0.1 0.115
H 2.226 -4.746 -0.832 -0.2 0.1 0.0 0.115
C -0.668 3.956 -2.151 -2.4 -2.9 -1.1 -0.047
H 3.998 -0.790 -0.459 0.0 0.2 0.0 0.052
H -4.164 0.524 -0.608 0.2 -0.1 0.2 0.066
H -0.823 2.082 6.412 0.0 -0.3 -0.2 0.111
C -0.869 0.466 3.379 -0.1 0.0 0.5 -0.314
O -0.651 0.982 -7.055 0.3 0.2 0.5 -0.060
H 1.884 -2.999 -5.395 0.1 0.1 0.0 0.027
P -1.912 0.131 -1.354 -0.9 0.6 -0.3 0.713
H -3.353 -0.786 -3.070 0.2 -0.2 0.1 0.062
H 2.468 -1.516 1.818 0.0 0.2 0.0 0.056
C 1.365 -4.153 -0.528 0.4 0.3 -0.3 -0.057
H -1.520 1.385 -7.087 -0.3 0.0 -0.2 0.027
H 2.993 2.711 0.717 -0.3 -0.1 0.2 0.096
H -2.612 2.124 -2.768 0.0 -0.1 0.1 0.089
H 0.317 -5.845 0.331 0.0 0.4 -0.1 0.120
H 0.357 5.824 -1.855 0.0 -0.3 0.2 0.102
C -0.916 -1.127 5.238 0.1 0.0 -0.1 -0.076
H -0.961 -0.065 1.291 0.2 0.5 0.4 -0.011
H -0.902 -1.704 3.147 0.0 0.2 0.3 0.103
H -1.354 4.289 -2.928 0.1 0.1 0.3 0.111
C 3.720 0.270 -0.405 0.2 -0.1 0.1 -0.234
N 0.192 2.107 -0.896 -1.7 -2.6 -0.2 -0.166
P 2.148 0.432 0.483 1.0 1.2 0.6 0.730
C 1.074 2.897 -0.262 1.8 1.0 0.9 -0.371
H 2.142 -2.296 -1.340 0.0 -0.3 0.2 0.080
C 0.271 4.778 -1.556 2.6 1.9 1.6 -0.113
C -2.477 -1.146 -2.513 -0.1 0.1 -0.3 -0.223
H 0.512 -3.325 -4.781 0.4 -0.2 -0.4 0.027
C 0.296 -4.774 0.124 0.0 0.2 0.0 -0.046
C 1.123 4.259 -0.571 -0.6 0.4 -0.8 -0.025
H 1.580 2.411 1.778 0.3 -0.2 -0.1 0.089
H 4.495 0.827 0.137 -0.1 -0.2 -0.2 0.063
C 1.994 2.252 0.768 -0.3 0.4 0.0 -0.253
H -2.738 -2.058 -1.956 0.1 0.3 -0.1 0.054
H 3.280 -0.104 2.548 -0.2 -0.1 -0.1 0.069
C -0.891 -0.064 6.155 0.0 0.1 -0.2 -0.065
H -1.709 -2.042 0.563 0.3 -0.3 0.0 0.066
H 1.504 -0.312 2.694 0.2 0.1 -0.2 0.029
Ir 0.272 0.024 -0.701 -1.3 -2.2 1.6 0.968
H 1.452 -0.237 -1.868 0.9 -0.2 -0.7 0.026
C -0.857 0.763 2.012 -0.5 -0.2 0.4 -0.020
O 1.159 -3.628 -5.443 -0.5 0.1 0.5 -0.056
C -1.838 1.741 -2.109 -0.2 0.3 -0.4 -0.178
H -0.182 1.532 -6.408 0.0 -0.2 -0.3 0.032
C -3.237 0.231 -0.096 -0.1 0.0 -0.1 -0.218
H 3.625 0.671 -1.421 0.0 0.0 0.2 0.056
C 0.243 -2.015 -0.378 0.0 2.3 -0.4 -0.385
H -2.980 0.988 0.653 -0.1 -0.1 -0.3 0.039
C -0.841 -2.628 0.257 -0.2 -1.5 0.4 -0.140
H -1.668 -1.383 -3.217 -0.3 0.1 0.2 0.048
C -0.809 -4.008 0.502 -0.6 0.6 0.1 -0.057
H -3.399 -0.726 0.418 0.0 0.2 -0.2 0.050
H -0.819 2.561 3.948 -0.1 -0.3 0.3 0.117
H 0.795 0.193 -2.236 0.2 0.1 -1.9 0.048
C -0.894 -0.886 3.873 0.0 0.6 0.0 -0.042
C -0.793 2.600 -1.746 0.4 1.7 -0.3 -0.373



(4)
69
Properties=species:S:1:pos:R:3:forces:R:3:lowdin_charge:R:1 method="wB97M-V/def2-TZVPD" spin_multiplicity=3 energy_ev=-193309.7350 e_lumo_ev="-2.251 / -2.389" de_lowest_kj_mol=167.5 e_homo_ev="-6.83 / -6.58" mol_weight_g_mol=922.68
C -0.728 1.764 -3.481 0.4 -0.1 -1.9 -0.134
H 0.033 2.868 -0.663 0.8 -0.3 0.2 0.038
H 3.521 -0.656 -1.073 -1.2 0.3 0.1 0.111
H -0.979 3.659 2.451 0.8 -0.2 0.1 -0.021
H -3.027 0.786 -3.095 -0.2 0.2 0.5 0.074
H 2.638 -2.894 3.255 -0.8 0.1 -0.2 0.123
H -0.774 -4.813 -1.692 0.4 -1.3 0.7 0.084
H 0.569 4.380 1.859 -0.5 -0.6 0.5 0.035
H 0.076 -2.670 -0.621 0.3 -0.2 0.3 0.074
H -1.483 -0.673 -3.979 -0.9 0.1 0.2 0.077
C 0.112 3.752 2.672 0.1 1.0 0.2 -0.186
H -0.441 1.138 4.588 0.2 -0.1 0.2 -0.055
H -1.703 2.922 -0.399 1.0 0.1 -1.0 -0.046
C -1.229 1.540 -2.067 0.3 1.1 0.4 -0.668
C 1.523 -5.166 3.902 1.8 -2.4 1.6 -0.205
C 0.826 -4.061 3.328 -1.7 1.3 -1.2 -0.233
C 2.932 2.549 2.548 0.0 -1.5 0.6 -0.169
C -1.007 -1.409 -2.020 2.0 -1.7 0.1 -0.354
C -0.580 -4.079 2.902 2.5 -0.6 -0.5 -0.025
C 1.790 -0.383 -3.077 0.7 1.2 -1.5 -0.114
H 3.174 1.537 -2.100 0.2 -0.1 0.4 0.083
Se -3.138 -0.266 0.651 -1.6 0.0 0.9 0.094
H 1.243 0.148 -3.911 0.5 -0.8 0.9 0.083
H 2.189 2.004 -0.640 0.1 0.0 -0.6 0.076
C 1.556 -2.893 3.005 0.6 -0.3 0.4 -0.044
C 1.548 0.203 -1.692 0.3 -0.8 -0.6 -0.628
H -2.999 2.547 -2.653 0.0 -1.2 0.3 0.100
H 1.652 -0.915 2.083 -0.6 -1.0 0.6 0.075
H 0.283 2.199 -3.561 -0.4 -0.6 0.0 0.067
P -0.371 0.118 -1.220 0.8 -1.0 0.3 1.071
H 2.898 -0.240 -3.283 -1.2 -0.2 0.1 0.103
C 2.424 -0.708 -0.806 0.1 -0.5 0.9 -0.101
H 2.172 -1.791 -0.818 -0.1 0.7 -0.3 0.083
C 0.997 -1.777 2.363 1.0 -0.5 0.1 -0.151
C 2.174 1.597 -1.667 -1.2 1.0 -0.4 -0.091
Mo -0.934 0.010 1.315 1.3 1.5 -1.6 0.627
Te -2.922 0.727 3.088 -1.2 0.1 -1.0 0.395
H 1.632 -1.448 -3.088 -0.4 -0.4 -0.2 0.068
H 1.210 0.329 4.623 -0.6 0.1 -0.2 0.031
O 0.626 1.096 1.576 0.4 1.3 0.6 -0.594
C -0.348 -1.797 1.968 0.2 -0.3 0.6 -0.373
H -1.377 2.509 -4.004 0.3 -0.5 0.5 0.098
C -1.066 -2.984 2.224 0.0 -0.6 0.0 -0.154
H -0.816 0.819 -4.109 0.5 1.5 0.7 0.071
Te -4.613 3.125 2.080 1.4 0.1 -0.4 0.246
C -1.111 -3.876 -2.006 -1.0 2.3 -0.1 -0.057
H 1.625 2.286 -2.380 0.6 -0.6 1.2 0.075
C -0.896 2.835 -1.184 -2.0 -1.6 0.0 -0.120
C -1.653 -1.450 -3.249 -0.6 -0.5 0.1 -0.109
C -0.576 -2.695 -1.473 -1.9 1.3 -1.1 -0.065
Si 1.093 2.122 2.828 -0.7 -0.2 0.2 0.339
H 3.458 1.612 2.166 -0.6 1.3 0.3 0.047
C -2.406 -2.586 -3.575 0.3 -0.7 -0.8 -0.075
H 2.293 -0.420 0.233 0.3 0.2 0.2 0.033
H -1.131 -5.033 2.808 0.3 0.7 0.7 0.119
C -2.772 1.496 -2.296 -0.1 1.0 1.3 -0.113
H 2.842 3.295 1.763 0.6 0.2 -0.2 0.007
H -2.014 -3.154 1.756 -0.6 0.4 -0.1 0.071
C 0.635 1.262 4.483 1.5 0.6 -0.5 -0.184
H -0.931 3.628 -1.905 -0.2 0.9 0.0 0.077
H 3.501 2.930 3.436 -0.6 -0.2 -0.9 0.041
H 0.176 4.422 3.582 0.0 -0.9 -0.7 0.047
N 2.168 -6.017 4.408 -2.0 2.4 -1.5 0.126
H -3.009 -2.702 -4.481 0.1 0.7 0.3 0.111
H -3.359 1.376 -1.334 0.6 -0.2 -1.3 0.002
H 1.042 1.923 5.263 -0.4 0.0 0.1 0.027
H -2.694 -4.682 -3.178 -0.5 -0.5 -0.4 0.093
C -2.193 -3.783 -2.915 1.8 0.5 0.8 -0.075
Se -3.352 4.507 0.490 -1.0 -0.5 1.1 -0.056